Here is a structure of composition CHCl2O2P from the Open Molecules 2025 dataset. Energies are from ωB97M-V/def2-TZVPD.

Each line ends with the Löwdin charge.
Geometry (Å):
C  -0.3443  0.6039  0.6359  -1.32
O  1.0135  -0.7888  -1.7700  -0.33
O  -0.1117  -1.5606  -1.3581  -0.34
P  0.9755  -1.2396  -0.2494  0.95
Cl  0.4612  2.1116  0.5954  0.52
Cl  -0.8337  0.1256  2.1708  0.54
H  -1.1605  0.7480  -0.0247  -0.02

Atoms 1-6, force components in eV/Å:
2.1478 -2.0565 -1.8844
1.9430 1.6718 -2.0727
-2.8908 -2.0075 -0.6821
-0.8346 2.5448 3.4693
1.0427 1.0775 0.0979
-0.6109 -0.5941 1.7285

**Strongest force on any atom**: 4.383 eV/Å
**E_HOMO**: -8.97 eV
**Kohn-Sham gap**: 8.496 eV
**Total charge**: 0
**Molar mass**: 146.90 g/mol


Here is the molecule CHCl3OSi from the Open Molecules 2025 dataset. Energies are from ωB97M-V/def2-TZVPD.

Each line ends with the Löwdin charge.
Geometry (Å):
C  -1.1156  0.5207  0.0777  -0.42
O  -1.6959  0.8193  -0.9281  0.00
Si  0.7185  -0.0511  0.0553  -0.47
Cl  2.1426  0.4036  1.4175  0.33
Cl  0.0108  -2.2545  0.0169  0.10
Cl  1.6977  0.0205  -1.6500  0.37
H  -1.7580  0.5416  1.0107  0.10

Atoms 1-6, force components in eV/Å:
-1.2077 0.9645 0.7882
0.5616 -0.0962 -0.5272
-0.9132 -3.1805 0.1767
-0.5472 0.0015 0.4443
0.8820 2.2251 0.4969
0.2332 0.4431 -1.2536

**Strongest force on any atom**: 3.314 eV/Å
**E_HOMO**: -10.30 eV
**SMILES**: O=C[Si](Cl)(Cl)Cl
**Kohn-Sham gap**: 9.776 eV
**Total charge**: 0
**Molar mass**: 163.46 g/mol


Here is a cluster of 2 separate species, CHCl4P in total from the Open Molecules 2025 dataset. Energies are from ωB97M-V/def2-TZVPD.

Each line ends with the Löwdin charge.
Geometry (Å):
C  0.2065  -0.1295  -0.5875  -1.95
P  0.2631  1.0336  0.9746  0.38
Cl  -1.2787  -0.0258  -1.4825  0.46
Cl  1.4915  0.5416  -1.6755  0.44
Cl  0.5492  -1.8595  -0.3363  0.47
Cl  1.3612  0.0031  2.2640  0.14
H  -2.5927  0.4364  0.8433  0.07

Atoms 1-6, force components in eV/Å:
1.0881 -0.2723 0.0020
-1.1537 -0.0015 -1.0598
-0.7005 0.3793 -0.0620
0.0607 -0.0520 0.2892
0.0461 0.3362 0.3070
0.3769 -0.4600 0.3052

**Strongest force on any atom**: 1.567 eV/Å
**E_HOMO (spin up / spin down)**: -10.18 / -8.85 eV
**Kohn-Sham gap (spin up / spin down)**: 8.577 / 8.040 eV
**Total charge**: 0
**Molar mass**: 185.81 g/mol


Here is a cluster of 2 separate species, CHCl4PS in total from the Open Molecules 2025 dataset. Energies are from ωB97M-V/def2-TZVPD.

Each line ends with the Löwdin charge.
Geometry (Å):
C  0.8666  0.5106  0.0583  -0.96
P  -0.8458  0.0339  0.0129  -0.51
S  -1.7371  -0.3183  -1.7271  0.17
Cl  1.4227  -1.8894  -0.4470  0.02
Cl  1.3098  1.2764  -1.3233  0.71
Cl  -0.8060  -1.4750  1.3330  0.25
Cl  -1.7604  1.4772  1.1510  0.26
H  1.5502  0.3845  0.9422  0.07

Atoms 1-6, force components in eV/Å:
1.8491 -3.0044 -0.0906
-2.8152 -1.4397 -0.9709
1.2207 0.6455 2.1132
0.3472 2.0578 -0.1562
0.8206 0.9772 -0.3068
-0.9615 0.2227 0.6816

**Strongest force on any atom**: 3.529 eV/Å
**E_HOMO**: -9.64 eV
**Kohn-Sham gap**: 6.881 eV
**Total charge**: 0
**Molar mass**: 217.87 g/mol


Here is the molecule CHClF2OS from the Open Molecules 2025 dataset. Energies are from ωB97M-V/def2-TZVPD.

Each line ends with the Löwdin charge.
Geometry (Å):
C  -0.8002  0.0054  0.1872  -0.45
O  1.3614  1.0466  -1.3362  -0.45
F  -0.8574  -0.4146  1.5293  -0.05
F  -1.3155  1.2603  0.1924  0.02
S  1.2009  0.4157  -0.0952  0.54
Cl  1.8785  -1.5150  -0.2380  0.24
H  -1.4677  -0.7985  -0.2396  0.14

Atoms 1-6, force components in eV/Å:
-5.4212 -1.7329 2.0492
-0.5483 2.0737 -4.3909
1.2380 0.6939 -1.2979
0.7670 -1.1179 -0.5944
4.0597 -0.5053 4.8656
-0.6005 -0.4691 0.1035

**Strongest force on any atom**: 6.357 eV/Å
**E_HOMO (spin up / spin down)**: -6.33 / -11.94 eV
**Kohn-Sham gap (spin up / spin down)**: 6.236 / 8.360 eV
**Total charge**: 0
**2S+1**: 3
**Molar mass**: 134.53 g/mol


Here is the molecule CHClF3NO2S from the Open Molecules 2025 dataset. Energies are from ωB97M-V/def2-TZVPD.

Each line ends with the Löwdin charge.
Geometry (Å):
C  1.1254  -0.1314  1.1084  -0.69
N  -1.1550  -0.7976  -2.3224  -0.34
O  -0.5092  0.9358  -0.2818  -0.70
O  -1.3103  0.6348  2.0577  -0.44
F  1.6943  -0.4545  -0.1097  0.06
F  1.4959  1.0855  1.4831  0.14
F  1.5746  -1.0240  1.9202  0.17
S  -0.8701  -0.1061  0.8851  0.92
Cl  -1.6244  0.6563  -1.8103  0.95
H  -0.4211  -0.7988  -2.9304  -0.06

Atoms 1-6, force components in eV/Å:
-0.8051 0.1909 -2.3799
-4.5143 0.9582 3.0049
-0.8937 0.4292 -0.6401
-0.2850 -0.4411 -0.2344
-0.5915 0.6913 0.8507
0.0588 -0.3524 -0.0880

**Strongest force on any atom**: 5.507 eV/Å
**E_HOMO (spin up / spin down)**: -10.11 / -10.11 eV
**Kohn-Sham gap (spin up / spin down)**: 7.982 / 7.979 eV
**Total charge**: 0
**Molar mass**: 183.54 g/mol


Here is the molecule CHClFN from the Open Molecules 2025 dataset. Energies are from ωB97M-V/def2-TZVPD.

Each line ends with the Löwdin charge.
Geometry (Å):
C  0.2568  -0.2135  0.0454  -0.81
N  -0.9844  -0.3468  -0.0075  0.13
F  1.0235  -1.2695  -0.0021  0.05
Cl  1.2847  1.3275  0.0025  0.55
H  -1.5806  0.5023  -0.0384  0.08

Force components x, y, z for each atom (eV/Å):
-0.9241 1.3240 -0.7258
0.5274 0.9962 0.1654
0.5591 0.0665 0.2520
-1.1629 -1.7226 0.1710
1.0006 -0.6642 0.1373

**Strongest force on any atom**: 2.085 eV/Å
**E_HOMO**: -11.40 eV
**SMILES**: [H]/N=C(/F)Cl
**Kohn-Sham gap**: 12.015 eV
**Total charge**: 0
**Molar mass**: 81.48 g/mol


Here is a cluster of 2 separate species, CHClFNO2 in total from the Open Molecules 2025 dataset. Energies are from ωB97M-V/def2-TZVPD.

Each line ends with the Löwdin charge.
Geometry (Å):
C  -0.3390  0.7721  0.6776  -0.85
N  -0.3793  0.3178  -0.5827  0.14
O  0.4616  1.4963  1.1524  0.12
O  1.5252  -1.2770  -0.5459  -0.03
F  -1.2761  -0.6062  -0.9000  0.00
Cl  -1.8614  0.3286  1.6095  0.63
H  1.8689  -1.0316  -1.4109  0.00

Atoms 1-6, force components in eV/Å:
-1.7897 -0.0813 3.8728
2.7902 -2.1592 -3.9385
0.2920 -0.1741 -0.5903
-2.1424 1.5336 0.7309
0.0118 0.3281 0.8351
0.7958 0.2229 -0.4347

**Strongest force on any atom**: 5.288 eV/Å
**E_HOMO (spin up / spin down)**: -11.44 / -11.44 eV
**Kohn-Sham gap (spin up / spin down)**: 6.699 / 6.701 eV
**Total charge**: 0
**Molar mass**: 113.48 g/mol


Here is a cluster of 2 separate species, CHClFNO2 in total from the Open Molecules 2025 dataset. Energies are from ωB97M-V/def2-TZVPD.

Each line ends with the Löwdin charge.
Geometry (Å):
C  -1.6483  0.6028  -0.1824  -0.66
N  2.5073  -0.3807  0.1020  -0.16
O  1.3111  -0.4472  0.0295  0.05
O  3.3343  -1.1115  0.5791  0.09
F  -2.4321  0.5577  -1.2489  -0.06
Cl  -1.7178  -0.8129  0.7058  0.69
H  -1.3543  1.5918  0.0150  0.06

Atoms 1-6, force components in eV/Å:
-0.3566 -0.8621 -0.9196
-0.3552 -1.0988 0.5734
1.2746 0.1903 -0.0090
-0.8082 0.9031 -0.5745
-0.5317 -0.0003 -0.8116
0.2061 0.1621 0.6198

**Strongest force on any atom**: 1.443 eV/Å
**E_HOMO (spin up / spin down)**: -10.90 / -8.10 eV
**Kohn-Sham gap (spin up / spin down)**: 10.809 / 6.078 eV
**Total charge**: 0
**Molar mass**: 113.48 g/mol


Here is the molecule CHClFNO2 from the Open Molecules 2025 dataset. Energies are from ωB97M-V/def2-TZVPD.

Each line ends with the Löwdin charge.
Geometry (Å):
C  -1.9826  1.3407  -0.0476  -0.85
N  -1.3949  0.2803  0.6843  -0.18
O  -1.9777  1.4169  -1.2622  0.06
O  -0.5712  -0.5273  0.0455  0.00
F  -0.6587  0.7224  1.8363  -0.03
Cl  -3.1588  2.1734  0.8674  0.77
H  0.2902  -0.0112  -0.4340  0.23

Atoms 1-6, force components in eV/Å:
-0.8291 -0.1798 -2.8949
1.0366 -0.1852 0.8982
0.8290 -0.2746 2.4296
3.1264 1.0320 -2.4181
-0.8587 0.4707 -0.4991
0.0288 0.5284 0.6878

**Strongest force on any atom**: 4.085 eV/Å
**E_HOMO**: -11.10 eV
**SMILES**: O=C(Cl)N(O)F
**Kohn-Sham gap**: 10.807 eV
**Total charge**: 0
**Molar mass**: 113.48 g/mol


Here is a cluster of 2 separate species, CHClN2 in total from the Open Molecules 2025 dataset. Energies are from ωB97M-V/def2-TZVPD.

Each line ends with the Löwdin charge.
Geometry (Å):
C  0.3884  -0.9351  -0.0569  -0.11
N  0.5262  -2.0542  -0.2081  0.06
N  -2.9483  0.2880  -1.0526  -0.54
Cl  -3.4049  -0.2916  0.3005  0.55
H  0.2471  0.1084  0.0600  0.04

Force components x, y, z for each atom (eV/Å):
-0.1144 0.5944 0.0055
0.1149 -0.8706 -0.0664
0.5115 0.6120 -1.3773
-0.4902 -0.6223 1.3931
-0.0218 0.2864 0.0451

**Strongest force on any atom**: 1.603 eV/Å
**E_HOMO (spin up / spin down)**: -9.87 / -9.89 eV
**Kohn-Sham gap (spin up / spin down)**: 8.659 / 8.685 eV
**Total charge**: 0
**Molar mass**: 76.49 g/mol


Here is the ion CHClNO2S with charge +1 from the Open Molecules 2025 dataset. Energies are from ωB97M-V/def2-TZVPD.

Each line ends with the Löwdin charge.
Geometry (Å):
C  -0.7605  -1.0034  -0.2253  -0.54
N  -0.6281  0.2428  -0.3445  -0.08
O  1.3334  1.7824  -0.7962  -0.11
O  0.5199  1.4218  1.4822  -0.09
S  0.6336  1.0882  0.1831  0.83
Cl  0.6028  -1.9616  0.0182  0.85
H  -1.7011  -1.5702  -0.3175  0.13

Atoms 1-6, force components in eV/Å:
0.7581 -1.4599 -0.0844
-0.2891 1.2404 0.3544
0.7758 -0.0996 -0.8620
-0.0447 0.7663 5.4607
-1.3957 -0.6461 -4.9528
0.0096 -0.5168 0.2952

**Strongest force on any atom**: 5.514 eV/Å
**E_HOMO**: -17.64 eV
**SMILES**: O=S(=O)=[N+]=CCl
**Kohn-Sham gap**: 9.796 eV
**Total charge**: +1
**Molar mass**: 126.54 g/mol


Which value of molar mass does entry 12 give?
126.54 g/mol


Which value of molar mass does entry 8 give?
113.48 g/mol